(1)
Molecular formula: C20H66N6O13
Method: DFT, the ωB97M-V functional and the def2-TZVPD basis

```
! RIJCOSX wB97M-V def2-TZVPD def2/J DEFGRID3
* xyz 0 1
C 0.745 4.113 -0.441
C -0.632 4.100 -1.124
O -1.593 4.521 -0.092
H 1.455 3.610 -1.062
H 0.450 3.642 0.462
H 1.018 5.151 -0.193
H -1.083 3.155 -1.407
H -0.623 4.642 -2.043
H -2.505 4.443 -0.499
C 3.742 3.780 3.178
C 3.049 2.474 3.430
O 1.666 2.445 3.015
H 3.307 4.444 3.925
H 3.515 4.137 2.146
H 4.875 3.752 3.196
H 3.092 2.290 4.498
H 3.404 1.553 2.943
H 1.316 1.484 2.975
C -2.231 2.394 2.467
C -3.294 2.464 3.542
O -2.829 3.222 4.643
H -1.370 1.767 2.684
H -1.800 3.316 2.240
H -2.559 1.973 1.545
H -3.602 1.486 3.892
H -4.093 2.923 2.955
H -3.630 3.423 5.062
C 0.304 -4.734 1.693
C -0.053 -5.516 0.467
O -1.396 -5.459 0.117
H -0.228 -5.032 2.614
H 0.178 -3.645 1.366
H 1.399 -4.954 1.860
H 0.138 -6.507 0.784
H 0.627 -5.458 -0.434
H -1.914 -6.114 0.600
C 0.779 0.413 -0.199
C -0.567 0.019 0.186
O -0.599 -1.295 0.778
H 1.418 0.415 0.682
H 0.783 1.404 -0.708
H 1.213 -0.284 -0.934
H -1.047 0.014 -0.724
H -1.042 0.752 0.833
H -1.529 -1.571 0.858
C -3.229 1.114 -1.959
C -3.964 -0.220 -1.788
O -3.069 -1.289 -2.012
H -2.500 0.946 -2.750
H -2.821 1.401 -1.012
H -3.928 1.886 -2.326
H -4.720 -0.365 -2.585
H -4.511 -0.236 -0.861
H -3.616 -2.093 -2.100
C -3.770 -1.263 1.876
C -3.850 -2.675 1.263
O -2.554 -2.971 1.062
H -3.181 -1.192 2.768
H -4.773 -1.131 2.217
H -3.305 -0.603 1.105
H -4.451 -2.744 0.329
H -4.327 -3.307 2.022
H -2.542 -3.826 0.565
C 4.240 -1.803 -2.644
O 5.165 -0.929 -3.227
N 4.227 -3.091 -2.847
N 3.286 -1.407 -1.900
H 4.990 -3.269 -3.443
H 3.440 -3.685 -3.115
H 3.290 -0.406 -1.526
H 2.481 -2.056 -1.681
C -1.049 -0.211 -5.154
O -0.246 0.508 -6.105
N -0.726 -0.357 -3.879
N -2.169 -0.796 -5.435
H 0.162 0.215 -3.650
H -1.268 -0.718 -3.134
H -2.450 -0.689 -6.395
H -2.800 -0.974 -4.639
C 1.678 -0.604 3.541
O 2.653 -1.143 2.642
N 1.748 -0.438 4.772
N 0.567 -0.085 3.149
H 2.627 -0.725 5.175
H 0.953 0.043 5.351
H 0.257 -0.178 2.240
H -0.192 -0.207 3.800
C 3.866 1.787 -0.133
O 4.136 0.556 0.424
H 2.973 2.161 0.327
H 3.739 1.671 -1.224
H 4.708 2.463 0.043
H 4.391 0.583 1.359
C 0.343 -2.862 -1.919
O 1.299 -2.874 -0.980
H -0.299 -1.967 -1.767
H -0.136 -3.782 -1.855
H 0.897 -2.766 -2.918
H 0.947 -2.641 -0.145
C 1.352 1.984 -3.346
O 1.547 0.638 -3.209
H 1.195 2.246 -4.386
H 2.273 2.608 -3.081
H 0.515 2.244 -2.816
H 2.248 0.408 -3.892
*
```

Computed properties:
- E: -2107.96202 Eh
- Strongest force on any atom: 11.14 eV/Å
- Relative energy (zero: lowest compared OMol25 entry of this formula, charge and spin): 85.11 kcal per mole
- Gap between HOMO and LUMO: 7.920 eV

Löwdin atomic charge list, values in e, 5 entries:
1 C -0.0579
2 C -0.2858
3 O -0.1197
4 H 0.0399
5 H 0.0525

---

(2)
Molecular formula: C23H30BrIN4O18
Method: DFT, the ωB97M-V functional and the def2-TZVPD basis

```
! RIJCOSX wB97M-V def2-TZVPD def2/J DEFGRID3
* xyz 0 1
Br -0.402 1.110 -1.505
C -0.331 2.271 -3.077
C -0.791 3.684 -2.740
C -1.876 4.159 -3.704
C -3.134 3.462 -3.351
N -3.514 2.473 -4.137
N -4.606 1.812 -3.791
C -5.219 2.244 -2.721
I -6.989 1.220 -2.190
N -4.873 3.239 -1.942
N -3.756 3.870 -2.260
H 0.687 2.253 -3.417
H -0.956 1.804 -3.822
H -1.150 3.671 -1.723
H 0.051 4.365 -2.764
H -1.595 3.884 -4.708
H -2.015 5.226 -3.611
O -0.748 -0.925 0.582
C -0.133 -0.728 1.586
O 0.305 -1.707 2.414
C 1.195 -1.102 3.369
C 0.749 0.332 3.369
O 0.225 0.490 2.040
H 1.094 -1.578 4.340
H 2.219 -1.221 3.017
H -0.051 0.523 4.086
H 1.566 1.022 3.551
O 3.642 0.216 4.729
C 4.582 -0.380 4.299
O 4.757 -0.683 2.994
C 6.092 -1.198 2.829
C 6.413 -1.702 4.216
O 5.604 -0.846 5.045
H 6.111 -1.972 2.076
H 6.745 -0.381 2.519
H 6.102 -2.736 4.368
H 7.460 -1.605 4.472
O 2.514 -5.821 -2.029
C 1.800 -4.988 -1.573
O 1.621 -3.752 -2.098
C 0.530 -3.125 -1.408
C 0.516 -3.862 -0.089
O 1.055 -5.143 -0.450
H 0.702 -2.059 -1.295
H -0.385 -3.279 -1.982
H 1.168 -3.403 0.654
H -0.479 -3.968 0.332
O -10.489 -0.921 -1.607
C -9.834 -1.765 -1.091
O -8.533 -2.017 -1.388
C -8.020 -2.929 -0.411
C -9.277 -3.614 0.080
O -10.274 -2.608 -0.124
H -7.308 -3.612 -0.866
H -7.519 -2.359 0.373
H -9.536 -4.491 -0.516
H -9.230 -3.896 1.129
O -3.192 10.767 -3.723
C -3.562 9.643 -3.633
O -3.146 8.764 -2.685
C -3.974 7.600 -2.761
C -4.477 7.652 -4.187
O -4.460 9.054 -4.466
H -3.399 6.704 -2.543
H -4.780 7.692 -2.031
H -3.807 7.147 -4.887
H -5.480 7.251 -4.304
O 8.207 -2.984 2.540
C 8.909 -3.846 2.971
O 10.182 -4.066 2.583
C 10.763 -5.024 3.478
C 9.543 -5.743 4.013
O 8.531 -4.732 3.919
H 11.448 -5.676 2.945
H 11.309 -4.488 4.256
H 9.249 -6.591 3.392
H 9.656 -6.076 5.041
*
```

Computed properties:
- E: -5339.46734 Eh
- Structure (SMILES): BrCCCc1nnc(I)nn1.O=C1OCCO1.O=C1OCCO1.O=C1OCCO1.O=C1OCCO1.O=C1OCCO1.O=C1OCCO1
- Strongest force on any atom: 1.87 eV/Å
- Gap between HOMO and LUMO: 8.555 eV

Löwdin atomic charge list, values in e, 5 entries:
1 Br 0.7410
2 C -0.5764
3 C -0.2751
4 C -0.1399
5 C -0.3757

---

(3)
Molecular formula: CH14O5
Method: DFT, the ωB97M-V functional and the def2-TZVPD basis

```
! RIJCOSX wB97M-V def2-TZVPD def2/J DEFGRID3
* xyz 0 1
C -3.138 -2.067 1.914
H -3.011 -2.743 1.065
H -3.585 -1.088 1.759
H -3.739 -2.619 2.631
H -2.127 -1.918 2.368
O 0.875 -0.754 -1.186
H 1.619 -1.364 -1.063
H 0.311 -1.277 -1.765
O 2.739 3.001 1.919
H 2.312 3.053 1.048
H 3.427 3.666 1.779
O -1.955 0.632 -3.529
H -2.665 0.914 -4.123
H -1.979 -0.314 -3.731
O 1.389 1.902 -0.398
H 1.027 2.592 -0.975
H 1.147 1.173 -0.999
O 2.496 -1.174 0.817
H 1.918 -0.403 0.801
H 2.939 -1.211 1.668
*
```

Computed properties:
- E: -422.66964 Eh
- Structure (SMILES): C.O.O.O.O.O
- Strongest force on any atom: 1.52 eV/Å
- Relative energy (zero: lowest compared OMol25 entry of this formula, charge and spin): 22.40 kcal per mole
- Gap between HOMO and LUMO: 11.167 eV

natural (NBO) atomic charge list, values in e, 5 entries:
1 C -0.8549
2 H 0.2124
3 H 0.2178
4 H 0.2094
5 H 0.2153

---

(4)
Molecular formula: CH3Cl3N2P
Method: DFT, the ωB97M-V functional and the def2-TZVPD basis

```
! RIJCOSX wB97M-V def2-TZVPD def2/J DEFGRID3
* xyz 1 1
C 0.122 0.445 0.416
N 1.351 1.111 0.152
N 1.888 1.097 -0.992
P 3.333 2.293 -1.011
Cl 2.771 3.956 -0.049
Cl 3.495 2.488 -2.931
Cl 4.889 1.487 -0.120
H -0.258 -0.103 -0.529
H -0.633 1.377 0.575
H 0.430 -0.108 1.408
*
```

Computed properties:
- E: -1871.05509 Eh
- Structure (SMILES): CN=[N+]=P(Cl)(Cl)Cl
- Strongest force on any atom: 3.71 eV/Å
- Relative energy (zero: lowest compared OMol25 entry of this formula, charge and spin): 12.35 kcal per mole
- Gap between HOMO and LUMO: 9.014 eV

natural (NBO) atomic charge list, values in e, 5 entries:
1 C -0.4959
2 N -0.0783
3 N -0.3558
4 P 1.2918
5 Cl -0.0691

---

(5)
Molecular formula: C3H3FN2
Method: DFT, the ωB97M-V functional and the def2-TZVPD basis

```
! RIJCOSX wB97M-V def2-TZVPD def2/J DEFGRID3
* xyz 0 1
C 1.255 1.035 0.036
C 1.561 -0.354 0.113
C -1.363 0.347 0.030
N 1.317 2.103 -0.443
N 1.558 -1.507 0.087
F -0.146 -2.430 -0.131
H -1.381 -0.627 -0.317
H -1.788 1.210 -0.457
H -1.012 0.222 1.082
*
```

Computed properties:
- E: -325.22346 Eh
- Strongest force on any atom: 2.49 eV/Å
- Relative energy (zero: lowest compared OMol25 entry of this formula, charge and spin): 168.28 kcal per mole
- Gap between HOMO and LUMO (spin up / spin down): 11.558 / 5.763 eV

natural (NBO) atomic charge list, values in e, 5 entries:
1 C 0.1612
2 C 0.2552
3 C -0.4983
4 N -0.1641
5 N -0.1401

---

(6)
Molecular formula: C33H66O33
Method: DFT, the ωB97M-V functional and the def2-TZVPD basis

```
! RIJCOSX wB97M-V def2-TZVPD def2/J DEFGRID3
* xyz 0 1
C 4.671 -0.769 -1.002
O 4.599 -2.201 -0.919
C 4.483 -2.686 0.319
O 4.559 -2.026 1.321
O 4.230 -3.991 0.235
C 3.658 -4.620 1.382
H 4.645 -0.567 -2.073
H 5.577 -0.381 -0.551
H 3.750 -0.356 -0.596
H 4.027 -5.644 1.373
H 2.572 -4.647 1.277
H 3.934 -4.134 2.313
C -6.679 1.615 -2.518
O -6.138 2.554 -1.609
C -4.881 2.344 -1.209
O -4.206 1.376 -1.493
O -4.463 3.439 -0.604
C -3.182 3.432 0.038
H -5.923 1.172 -3.166
H -7.392 2.151 -3.136
H -7.166 0.793 -1.993
H -3.002 4.390 0.503
H -2.447 3.187 -0.731
H -3.093 2.675 0.823
C -1.310 1.303 3.754
O -2.416 2.209 3.722
C -3.642 1.697 3.868
O -3.905 0.545 4.041
O -4.511 2.702 3.805
C -5.859 2.415 4.164
H -1.401 0.394 3.169
H -1.065 1.104 4.797
H -0.490 1.875 3.332
H -6.119 1.373 3.977
H -6.529 3.076 3.630
H -5.961 2.553 5.243
C 2.730 -0.591 3.859
O 1.390 -1.008 4.110
C 0.875 -1.725 3.126
O 1.386 -1.944 2.055
O -0.321 -2.159 3.508
C -1.147 -2.758 2.515
H 3.109 0.020 4.673
H 2.786 -0.029 2.929
H 3.408 -1.439 3.761
H -1.897 -3.356 3.016
H -0.563 -3.367 1.823
H -1.634 -2.000 1.899
C -0.392 4.556 2.812
O -0.568 4.462 1.406
C 0.499 4.776 0.671
O 1.579 5.070 1.094
O 0.142 4.720 -0.607
C 1.157 5.074 -1.537
H 0.247 3.733 3.149
H -1.327 4.470 3.347
H 0.192 5.439 3.072
H 1.628 6.034 -1.328
H 0.673 5.070 -2.507
H 1.960 4.335 -1.555
C -5.186 -1.250 1.640
O -5.895 -2.382 1.107
C -5.158 -3.442 0.765
O -3.977 -3.568 0.908
O -5.966 -4.351 0.229
C -5.340 -5.429 -0.455
H -5.338 -1.200 2.716
H -5.583 -0.379 1.133
H -4.120 -1.342 1.478
H -5.162 -6.267 0.217
H -4.411 -5.116 -0.930
H -6.000 -5.749 -1.258
C -3.375 0.142 -4.378
O -2.131 -0.538 -4.305
C -2.165 -1.859 -4.408
O -3.144 -2.523 -4.607
O -0.920 -2.299 -4.334
C -0.741 -3.727 -4.197
H -4.059 -0.289 -3.648
H -3.743 0.129 -5.402
H -3.240 1.178 -4.075
H 0.246 -3.854 -3.770
H -0.826 -4.205 -5.171
H -1.503 -4.120 -3.526
C 4.551 2.772 3.697
O 5.840 3.150 3.300
C 6.173 2.913 2.032
O 5.495 2.378 1.206
O 7.418 3.351 1.859
C 7.864 3.557 0.535
H 4.311 2.939 4.742
H 4.231 1.740 3.499
H 3.801 3.317 3.106
H 7.035 3.685 -0.162
H 8.481 2.739 0.161
H 8.479 4.455 0.537
C 4.744 2.956 -2.861
O 3.315 3.102 -3.004
C 2.697 2.150 -3.695
O 3.253 1.238 -4.243
O 1.398 2.394 -3.656
C 0.528 1.296 -3.942
H 5.232 3.340 -3.757
H 4.991 1.924 -2.638
H 5.011 3.632 -2.051
H -0.414 1.578 -3.477
H 0.875 0.377 -3.482
H 0.353 1.193 -5.010
C -1.617 -0.502 -0.988
O -0.896 -0.143 0.201
C 0.339 0.304 0.001
O 0.951 0.235 -1.035
O 0.722 0.906 1.109
C 1.988 1.569 1.036
H -2.673 -0.382 -0.776
H -1.546 -1.582 -1.143
H -1.332 0.114 -1.831
H 2.209 2.097 1.958
H 1.955 2.343 0.266
H 2.739 0.812 0.822
C 1.137 -2.786 -1.222
O 1.762 -3.955 -1.758
C 1.173 -5.122 -1.554
O 0.175 -5.332 -0.908
O 1.859 -6.062 -2.207
C 1.423 -7.390 -1.973
H 0.667 -2.956 -0.259
H 0.414 -2.380 -1.934
H 1.911 -2.027 -1.203
H 1.953 -8.013 -2.687
H 0.356 -7.520 -2.182
H 1.572 -7.700 -0.940
*
```

Computed properties:
- E: -3780.00484 Eh
- Structure (SMILES): COC(=O)OC.COC(=O)OC.COC(=O)OC.COC(=O)OC.COC(=O)OC.COC(=O)OC.COC(=O)OC.COC(=O)OC.COC(=O)OC.COC(=O)OC.COC(=O)OC
- Strongest force on any atom: 2.62 eV/Å
- Relative energy (zero: lowest compared OMol25 entry of this formula, charge and spin): 0.00 kcal per mole
- Gap between HOMO and LUMO: 11.098 eV

Löwdin atomic charge list, values in e, 5 entries:
1 C -0.0207
2 O -0.0003
3 C -0.6130
4 O 0.1177
5 O 0.0053